Density functional theory data (the ωB97M-V functional and the def2-TZVPD basis) for a 2-piece molecular cluster, C24H23O2 overall at a distorted geometry.

Last columns: bonded neighbours and bond lengths (Å).
CARTESIAN COORDINATES (ANGSTROEM)
1 C -5.902 -1.466 0.632  C2 1.510, H6 1.094, H7 1.100, H8 1.099
2 C -4.638 -2.102 0.106  C1 1.510, O3 1.454, H9 1.098, H10 1.101
3 O -3.504 -1.403 0.688  C2 1.454, C4 1.342
4 C -2.280 -1.879 0.413  O3 1.342, C5 1.394, H11 1.100
5 C -1.108 -1.185 0.706  C4 1.394, H12 1.105, H13 1.101
6 H -6.732 -1.917 0.080  C1 1.094
7 H -6.068 -1.667 1.701  C1 1.100
8 H -5.894 -0.377 0.488  C1 1.099
9 H -4.616 -3.158 0.407  C2 1.098
10 H -4.598 -2.019 -0.992  C2 1.101
11 H -2.212 -2.745 -0.263  C4 1.100
12 H -0.252 -1.883 0.744  C5 1.105
13 H -1.251 -0.384 1.448  C5 1.101
14 C 5.458 1.160 3.848  O15 1.443, H35 1.090, H36 1.100, H37 1.099
15 O 4.035 1.372 3.964  C14 1.443, C16 1.359
16 C 3.213 0.978 2.957  O15 1.359, C17 1.414, C34 1.414
17 C 1.837 1.275 3.087  C16 1.414, C18 1.373, H38 1.082
18 C 0.961 0.978 2.072  C17 1.373, C19 1.410, H39 1.090
19 C 1.403 0.356 0.886  C18 1.410, C20 1.502, C33 1.411
20 C 0.374 0.040 -0.162  C19 1.502, C21 1.499, C28 1.509
21 C 0.861 -0.661 -1.394  C20 1.499, C22 1.435, C26 1.378
22 C 0.137 -0.180 -2.536  C21 1.435, C23 1.382, C27 1.459
23 C 0.339 -0.729 -3.788  C22 1.382, C24 1.404, H40 1.103
24 C 1.238 -1.798 -3.935  C23 1.404, C25 1.418, H41 1.093
25 C 1.924 -2.297 -2.799  C24 1.418, C26 1.392, H42 1.089
26 C 1.730 -1.719 -1.547  C21 1.378, C25 1.392, H43 1.098
27 C -0.634 0.982 -2.109  C22 1.459, C28 1.412, C32 1.400
28 C -0.368 1.219 -0.742  C20 1.509, C27 1.412, C29 1.398
29 C -0.871 2.375 -0.138  C28 1.398, C30 1.409, H44 1.068
30 C -1.691 3.232 -0.898  C29 1.409, C31 1.397, H45 1.095
31 C -1.949 2.978 -2.247  C30 1.397, C32 1.410, H46 1.103
32 C -1.408 1.847 -2.892  C27 1.400, C31 1.410, H47 1.090
33 C 2.777 0.064 0.758  C19 1.411, C34 1.389, H48 1.088
34 C 3.675 0.340 1.782  C16 1.414, C33 1.389, H49 1.092
35 H 5.859 1.559 4.780  C14 1.090
36 H 5.715 0.094 3.762  C14 1.100
37 H 5.871 1.714 2.994  C14 1.099
38 H 1.475 1.745 3.993  C17 1.082
39 H -0.099 1.208 2.178  C18 1.090
40 H -0.160 -0.265 -4.656  C23 1.103
41 H 1.445 -2.205 -4.928  C24 1.093
42 H 2.616 -3.124 -2.943  C25 1.089
43 H 2.234 -2.162 -0.678  C26 1.098
44 H -0.688 2.599 0.890  C29 1.068
45 H -2.117 4.127 -0.430  C30 1.095
46 H -2.533 3.697 -2.846  C31 1.103
47 H -1.514 1.657 -3.959  C32 1.090
48 H 3.177 -0.358 -0.162  C33 1.088
49 H 4.732 0.088 1.680  C34 1.092

Computed properties:
net charge = +1
electronic energy = -29347.1179 eV
HOMO-LUMO gap = 0.2197 hartree

Population analysis type natural (NBO), resulting atomic charges in e:
1. C -0.630
2. C -0.076
3. O -0.441
4. C 0.363
5. C -0.570
6. H 0.234
7. H 0.227
8. H 0.228
9. H 0.197
10. H 0.195
11. H 0.190
12. H 0.269
13. H 0.249
14. C -0.263
15. O -0.472
16. C 0.375
17. C -0.255
18. C -0.142
19. C -0.204
20. C 0.295
21. C -0.151
22. C 0.065
23. C -0.211
24. C -0.158
25. C -0.214
26. C -0.176
27. C -0.048
28. C -0.132
29. C -0.107
30. C -0.225
31. C -0.164
32. C -0.189
33. C -0.070
34. C -0.324
35. H 0.219
36. H 0.188
37. H 0.191
38. H 0.243
39. H 0.212
40. H 0.225
41. H 0.233
42. H 0.232
43. H 0.225
44. H 0.211
45. H 0.232
46. H 0.232
47. H 0.229
48. H 0.223
49. H 0.238

=====

Density functional theory data (the ωB97M-V functional and the def2-TZVPD basis) for one molecule with the formula C24H24BCl3N4O at a distorted geometry.

Last columns: bonded neighbours and bond lengths (Å).
CARTESIAN COORDINATES (ANGSTROEM)
1 Cl 4.119 -1.258 2.961  B2 1.842
2 B 2.386 -1.053 2.371  Cl1 1.842, Cl3 1.893, Cl4 1.941, O5 1.422
3 Cl 1.327 -2.570 2.770  B2 1.893
4 Cl 1.500 0.417 3.277  B2 1.941
5 O 2.394 -0.753 0.981  B2 1.422, C6 1.387
6 C 1.472 -1.131 0.017  O5 1.387, C7 1.525, H13 1.098, N39 1.439
7 C 2.093 -2.141 -0.941  C6 1.525, C8 1.400, C12 1.401
8 C 1.253 -2.740 -1.889  C7 1.400, C9 1.393, H14 1.098
9 C 1.808 -3.592 -2.841  C8 1.393, C10 1.402, H15 1.088
10 C 3.188 -3.840 -2.847  C9 1.402, C11 1.396, H16 1.087
11 C 4.010 -3.262 -1.878  C10 1.396, C12 1.397, H17 1.089
12 C 3.463 -2.431 -0.897  C7 1.401, C11 1.397, H18 1.091
13 H 0.590 -1.601 0.470  C6 1.098
14 H 0.177 -2.525 -1.856  C8 1.098
15 H 1.154 -4.066 -3.570  C9 1.088
16 H 3.609 -4.502 -3.600  C10 1.087
17 H 5.081 -3.459 -1.860  C11 1.089
18 H 4.077 -1.994 -0.109  C12 1.091
19 N -1.790 -0.425 -3.004  N20 1.150
20 N -1.654 0.366 -2.180  N19 1.150, N21 1.249
21 N -1.521 1.377 -1.458  N20 1.249, C22 1.476
22 C -1.225 1.103 -0.038  N21 1.476, C23 1.538, C29 1.514, C35 1.545
23 C -1.818 2.271 0.768  C22 1.538, C24 1.400, C28 1.392
24 C -1.779 2.248 2.167  C23 1.400, C25 1.400, H40 1.094
25 C -2.421 3.253 2.901  C24 1.400, C26 1.397, H41 1.092
26 C -3.060 4.308 2.243  C25 1.397, C27 1.398, H42 1.091
27 C -3.061 4.348 0.845  C26 1.398, C28 1.399, H43 1.090
28 C -2.453 3.322 0.113  C23 1.392, C27 1.399, H44 1.093
29 C -1.910 -0.176 0.396  C22 1.514, C30 1.392, C34 1.392
30 C -3.199 -0.424 -0.067  C29 1.392, C31 1.401, H45 1.097
31 C -3.808 -1.651 0.223  C30 1.401, C32 1.402, H46 1.092
32 C -3.126 -2.606 0.990  C31 1.402, C33 1.391, H47 1.091
33 C -1.901 -2.285 1.566  C32 1.391, C34 1.405, H48 1.091
34 C -1.347 -1.011 1.357  C29 1.392, C33 1.405, H49 1.094
35 C 0.314 1.124 0.101  C22 1.545, C36 1.535, N39 1.547, H50 1.105
36 C 0.869 2.451 -0.437  C35 1.535, C37 1.527, H51 1.098, H52 1.097
37 C 2.173 2.179 -1.184  C36 1.527, C38 1.521, H53 1.095, H54 1.095
38 C 2.300 0.675 -1.378  C37 1.521, N39 1.542, H55 1.100, H56 1.092
39 N 1.062 0.041 -0.712  C6 1.439, C35 1.547, C38 1.542, H57 1.025
40 H -1.254 1.440 2.684  C24 1.094
41 H -2.421 3.192 3.990  C25 1.092
42 H -3.554 5.092 2.819  C26 1.091
43 H -3.545 5.163 0.307  C27 1.090
44 H -2.484 3.338 -0.979  C28 1.093
45 H -3.763 0.353 -0.600  C30 1.097
46 H -4.804 -1.855 -0.176  C31 1.092
47 H -3.562 -3.591 1.164  C32 1.091
48 H -1.351 -2.991 2.191  C33 1.091
49 H -0.472 -0.691 1.932  C34 1.094
50 H 0.592 0.962 1.157  C35 1.105
51 H 0.140 2.880 -1.137  C36 1.098
52 H 0.979 3.141 0.408  C36 1.097
53 H 2.187 2.668 -2.164  C37 1.095
54 H 3.033 2.540 -0.610  C37 1.095
55 H 2.318 0.345 -2.427  C38 1.100
56 H 3.188 0.289 -0.874  C38 1.092
57 H 0.424 -0.263 -1.455  N39 1.025

Computed properties:
net charge = 0
electronic energy = -71531.5316 eV
HOMO-LUMO gap = 0.3461 hartree

Population analysis type natural (NBO), resulting atomic charges in e:
1. Cl -0.240
2. B 0.498
3. Cl -0.302
4. Cl -0.335
5. O -0.768
6. C 0.227
7. C -0.086
8. C -0.230
9. C -0.201
10. C -0.208
11. C -0.216
12. C -0.144
13. H 0.258
14. H 0.211
15. H 0.220
16. H 0.220
17. H 0.221
18. H 0.243
19. N -0.036
20. N 0.218
21. N -0.372
22. C 0.100
23. C 0.054
24. C -0.241
25. C -0.186
26. C -0.212
27. C -0.206
28. C -0.241
29. C -0.122
30. C -0.163
31. C -0.219
32. C -0.209
33. C -0.190
34. C -0.243
35. C -0.089
36. C -0.436
37. C -0.419
38. C -0.217
39. N -0.390
40. H 0.237
41. H 0.223
42. H 0.220
43. H 0.218
44. H 0.232
45. H 0.217
46. H 0.220
47. H 0.222
48. H 0.243
49. H 0.255
50. H 0.303
51. H 0.234
52. H 0.249
53. H 0.223
54. H 0.233
55. H 0.225
56. H 0.259
57. H 0.437

=====

Which value of electronic energy does entry 1 give? -29347.1179 eV

=====

Look up the net charge of the first one. +1